Record 1
The following is a quantum chemistry calculation of a cluster of 2 separate species, C5H7IN2 in total in a non-equilibrium geometry, from OMol25.

Structure (ORCA input):
```
! wB97M-V def2-TZVPD RIJCOSX def2/J DEFGRID3
* xyz 0 1
C 1.036 2.084 -0.836
C -0.059 1.213 -0.796
C 0.997 1.198 1.113
C -0.121 -2.567 -0.609
C -0.976 -0.327 0.949
N 1.710 2.050 0.400
N -0.084 0.623 0.438
I -2.936 -0.278 0.369
H 1.172 2.697 -1.651
H -0.899 0.946 -1.521
H 1.423 0.961 2.064
H -1.112 -2.494 -1.062
H -0.112 -3.512 -0.038
H 0.642 -1.862 -0.701
H -0.681 -0.730 1.883
*
```

Highest occupied orbital energy (alpha / beta) ... -8.760 / -7.911 eV
E_tot ... -601.7656 a.u.
Frontier orbital gap (alpha / beta) ... 8.20 / 7.98 eV

Population analysis type Mulliken, resulting atomic charges in e: number 1, C, carries -0.585; number 2, C, carries -0.092; number 3, C, carries -0.082; number 4, C, carries -0.893; number 5, C, carries -0.579; number 6, N, carries -0.568; number 7, N, carries 0.224; number 8, I, carries 0.120; number 9, H, carries 0.422; number 10, H, carries 0.253; number 11, H, carries 0.353; number 12, H, carries 0.251; number 13, H, carries 0.284; number 14, H, carries 0.400; number 15, H, carries 0.491

***

Record 2
The following is a quantum chemistry calculation of a cluster of 2 separate species, C4H11NO in total in a non-equilibrium geometry, from OMol25.

Structure (ORCA input):
```
! wB97M-V def2-TZVPD RIJCOSX def2/J DEFGRID3
* xyz 0 1
N 1.966 0.576 0.709
C 1.467 -0.782 0.755
C -2.388 -0.066 0.206
C -0.910 0.108 0.410
C -0.010 -0.881 0.564
H 2.950 0.781 0.740
H 1.494 1.081 -0.019
H 1.791 -1.324 1.645
H 1.819 -1.406 -0.106
H -2.930 0.197 1.137
H -2.785 0.681 -0.477
H -2.582 -1.109 -0.085
H -0.515 1.110 0.513
H -0.475 -1.852 0.678
H 0.276 0.706 -2.943
H 0.135 0.968 -1.488
O 0.696 1.213 -2.239
*
```

SMILES string ... C/C=C/CN.O
Highest occupied orbital energy ... -8.827 eV
E_tot ... -288.9602 a.u.
Frontier orbital gap ... 9.77 eV

Population analysis type Mulliken, resulting atomic charges in e: number 1, N, carries -0.499; number 2, C, carries -0.439; number 3, C, carries -1.175; number 4, C, carries -0.332; number 5, C, carries -0.289; number 6, H, carries 0.211; number 7, H, carries 0.028; number 8, H, carries 0.396; number 9, H, carries 0.220; number 10, H, carries 0.281; number 11, H, carries 0.293; number 12, H, carries 0.347; number 13, H, carries 0.647; number 14, H, carries 0.312; number 15, H, carries 0.310; number 16, H, carries 0.365; number 17, O, carries -0.675

***

Record 3
The following is a quantum chemistry calculation of a structure of composition C2H3IN in a non-equilibrium geometry, from OMol25.

Structure (ORCA input):
```
! wB97M-V def2-TZVPD RIJCOSX def2/J DEFGRID3
* xyz 1 1
C -0.314 0.519 -0.004
C 1.700 -0.814 0.025
N 0.675 -0.255 -0.080
I -3.124 0.192 -0.047
H -0.469 1.058 1.028
H -0.833 0.937 -0.843
H 2.366 -1.638 -0.080
*
```

Highest occupied orbital energy (alpha / beta) ... -14.265 / -14.193 eV
E_tot ... -430.0123 a.u.
Frontier orbital gap (alpha / beta) ... 6.06 / 5.99 eV

Population analysis type Mulliken, resulting atomic charges in e: number 1, C, carries -0.832; number 2, C, carries 0.079; number 3, N, carries 0.126; number 4, I, carries 0.322; number 5, H, carries 0.395; number 6, H, carries 0.502; number 7, H, carries 0.408

***

Record 4
The following is a quantum chemistry calculation of a cluster of 2 separate species, H8N4OSi in total in a non-equilibrium geometry, from OMol25.

Structure (ORCA input):
```
! wB97M-V def2-TZVPD RIJCOSX def2/J DEFGRID3
* xyz 0 1
N -1.091 1.551 2.281
N -1.126 2.125 0.111
N 0.572 -1.218 0.185
N -0.924 1.300 1.094
O -0.053 0.212 -2.082
Si 0.539 -1.158 -1.823
H 0.081 -0.374 0.514
H -1.427 2.508 2.507
H -1.444 3.084 0.259
H -0.898 1.769 -0.812
H 0.085 -2.032 0.543
H 1.521 -1.210 0.539
H -0.220 -2.389 -2.020
H 1.957 -1.412 -2.069
*
```

SMILES string ... [NH3+][SiH2][O-].[H]/N=N\N
Highest occupied orbital energy ... -9.305 eV
E_tot ... -588.5243 a.u.
Frontier orbital gap ... 10.01 eV

Population analysis type Mulliken, resulting atomic charges in e: number 1, N, carries -0.674; number 2, N, carries -0.332; number 3, N, carries -0.509; number 4, N, carries 0.234; number 5, O, carries -0.553; number 6, Si, carries 0.361; number 7, H, carries 0.355; number 8, H, carries 0.188; number 9, H, carries 0.219; number 10, H, carries 0.281; number 11, H, carries 0.350; number 12, H, carries 0.356; number 13, H, carries -0.137; number 14, H, carries -0.140

***

Record 5
The following is a quantum chemistry calculation of a structure of composition C10H10BrNO3Y in a non-equilibrium geometry, from OMol25.

Structure (ORCA input):
```
! wB97M-V def2-TZVPD RIJCOSX def2/J DEFGRID3
* xyz -1 1
C -1.175 -0.759 -1.820
C -1.224 -1.747 -0.827
C -1.937 -1.212 0.274
H -0.764 -2.717 -0.866
C -2.341 0.094 -0.056
C -1.844 0.395 -1.332
H -1.964 1.331 -1.848
H -0.700 -0.853 -2.780
H -2.097 -1.700 1.218
H -2.876 0.766 0.586
Y 0.000 0.000 0.000
Br 0.807 -1.844 1.580
C 1.968 1.144 0.353
C 1.147 1.911 -0.509
C 0.985 1.186 -1.698
H 0.694 2.855 -0.269
C 1.691 -0.040 -1.569
C 2.322 -0.040 -0.317
H 2.916 -0.837 0.088
H 2.230 1.396 1.363
H 0.415 1.498 -2.554
H 1.746 -0.827 -2.301
O 0.913 0.488 3.964
N 0.000 0.000 3.370
O -0.975 -0.348 3.963
O 0.000 0.000 2.000
*
```

Highest occupied orbital energy ... -2.733 eV
E_tot ... -3279.7209 a.u.
Frontier orbital gap ... 5.49 eV

Population analysis type Mulliken, resulting atomic charges in e: number 1, C, carries -0.366; number 2, C, carries -0.183; number 3, C, carries -0.561; number 4, H, carries 0.346; number 5, C, carries -0.298; number 6, C, carries -0.524; number 7, H, carries 0.427; number 8, H, carries 0.579; number 9, H, carries 0.402; number 10, H, carries 0.442; number 11, Y, carries 0.252; number 12, Br, carries -0.710; number 13, C, carries -0.553; number 14, C, carries -0.501; number 15, C, carries -0.317; number 16, H, carries 0.409; number 17, C, carries -0.542; number 18, C, carries -0.307; number 19, H, carries 0.487; number 20, H, carries 0.411; number 21, H, carries 0.588; number 22, H, carries 0.431; number 23, O, carries -0.620; number 24, N, carries 0.966; number 25, O, carries -0.627; number 26, O, carries -0.632

***

Record 6
The following is a quantum chemistry calculation of a structure of composition C26H32BrCl33FO4P in a non-equilibrium geometry, from OMol25.

Structure (ORCA input):
```
! wB97M-V def2-TZVPD RIJCOSX def2/J DEFGRID3
* xyz 0 1
C -0.903 1.101 3.975
O 0.357 1.877 3.824
C 0.593 2.185 2.377
C 1.350 0.953 1.581
C 1.614 1.278 -0.022
C 1.485 -0.116 -0.875
C 0.295 -0.073 -2.045
C -1.211 -0.139 -1.402
C -2.067 -1.357 -1.276
C -1.553 -2.809 -1.850
C -0.277 -3.439 -1.037
C -0.588 -3.704 0.562
F -0.008 -4.787 -1.652
C -3.555 -1.187 -0.536
O -4.602 -1.935 -0.899
C -3.680 -0.020 0.639
P -4.844 -0.089 2.151
O -5.063 1.609 2.622
Br -3.892 -1.073 3.962
C -2.832 1.223 0.500
C -1.850 1.274 -0.836
O -1.663 2.475 -1.412
H -1.840 1.767 4.208
H -0.776 0.365 4.892
H -1.056 0.403 3.026
H -0.434 2.510 1.873
H 1.298 3.127 2.367
H 0.735 -0.044 1.736
H 2.414 0.838 2.102
H 2.749 1.640 -0.085
H 0.971 2.170 -0.421
H 2.507 -0.263 -1.446
H 1.367 -1.013 -0.131
H 0.427 0.962 -2.584
H 0.548 -0.934 -2.804
H -2.496 -3.511 -1.912
H -1.188 -2.610 -2.968
H 0.691 -2.796 -1.189
H -0.944 -4.832 0.709
H 0.426 -3.537 1.130
H -1.421 -2.963 0.934
H -5.152 2.181 1.780
H -2.880 2.123 1.271
C -0.137 4.497 -3.591
Cl -1.309 5.805 -3.826
Cl 0.641 4.077 -5.126
Cl 1.075 4.956 -2.384
H -0.672 3.617 -3.224
C -4.692 8.157 -2.309
Cl -6.365 7.694 -2.663
Cl -4.083 7.264 -0.905
Cl -3.657 7.879 -3.719
H -4.673 9.224 -2.073
C -7.223 -3.319 2.480
Cl -7.148 -5.054 2.128
Cl -6.987 -3.025 4.211
Cl -6.015 -2.439 1.528
H -8.214 -2.954 2.200
C 4.482 -2.100 -3.328
Cl 6.093 -1.369 -3.413
Cl 4.064 -2.491 -1.650
Cl 3.269 -1.019 -4.035
H 4.494 -3.029 -3.904
C 4.965 1.866 -6.162
Cl 4.326 0.602 -7.226
Cl 6.119 2.889 -7.034
Cl 3.646 2.844 -5.496
H 5.490 1.385 -5.332
C 9.968 -1.947 -2.474
Cl 11.169 -3.183 -2.883
Cl 9.530 -1.006 -3.910
Cl 8.529 -2.691 -1.756
H 10.408 -1.268 -1.739
C 8.992 5.563 -7.375
Cl 8.208 5.291 -5.809
Cl 8.009 4.893 -8.688
Cl 9.280 7.292 -7.634
H 9.957 5.050 -7.371
C -4.160 -4.074 6.850
Cl -4.799 -5.338 5.786
Cl -3.006 -3.050 5.978
Cl -5.479 -3.095 7.516
H -3.635 -4.554 7.680
C -2.007 -8.352 5.915
Cl -2.960 -9.485 6.888
Cl -2.871 -7.930 4.427
Cl -1.629 -6.894 6.849
H -1.067 -8.838 5.641
C -4.458 10.808 1.301
Cl -5.242 10.536 2.866
Cl -5.442 10.138 -0.012
Cl -4.170 12.537 1.042
H -3.493 10.295 1.305
C 1.976 -9.165 4.632
Cl 0.823 -7.881 4.229
Cl 3.568 -8.480 4.998
Cl 1.384 -10.127 5.997
H 2.075 -9.823 3.764
*
```

Highest occupied orbital energy ... -8.382 eV
E_tot ... -19511.9960 a.u.
Frontier orbital gap ... 6.21 eV

Population analysis type Mulliken, resulting atomic charges in e: number 1, C, carries -0.217; number 2, O, carries -0.408; number 3, C, carries -0.300; number 4, C, carries -0.303; number 5, C, carries -0.328; number 6, C, carries 0.117; number 7, C, carries -0.664; number 8, C, carries 0.507; number 9, C, carries 0.584; number 10, C, carries -0.929; number 11, C, carries 1.157; number 12, C, carries -0.811; number 13, F, carries -0.393; number 14, C, carries 0.176; number 15, O, carries -0.598; number 16, C, carries 0.353; number 17, P, carries 0.420; number 18, O, carries -0.643; number 19, Br, carries 0.043; number 20, C, carries -0.417; number 21, C, carries -0.261; number 22, O, carries -0.546; number 23, H, carries 0.224; number 24, H, carries 0.190; number 25, H, carries -0.026; number 26, H, carries 0.070; number 27, H, carries 0.291; number 28, H, carries 0.114; number 29, H, carries 0.194; number 30, H, carries 0.399; number 31, H, carries 0.104; number 32, H, carries -0.319; number 33, H, carries 0.172; number 34, H, carries 0.209; number 35, H, carries 0.194; number 36, H, carries 0.308; number 37, H, carries 0.324; number 38, H, carries -0.429; number 39, H, carries 0.303; number 40, H, carries 0.250; number 41, H, carries 0.138; number 42, H, carries 0.350; number 43, H, carries 0.473; number 44, C, carries 0.581; number 45, Cl, carries -0.070; number 46, Cl, carries -0.140; number 47, Cl, carries -0.168; number 48, H, carries -0.180; number 49, C, carries 0.099; number 50, Cl, carries -0.117; number 51, Cl, carries -0.103; number 52, Cl, carries -0.128; number 53, H, carries 0.261; number 54, C, carries -0.140; number 55, Cl, carries -0.139; number 56, Cl, carries -0.073; number 57, Cl, carries -0.042; number 58, H, carries 0.337; number 59, C, carries -0.079; number 60, Cl, carries -0.052; number 61, Cl, carries -0.125; number 62, Cl, carries -0.098; number 63, H, carries 0.387; number 64, C, carries 0.065; number 65, Cl, carries -0.135; number 66, Cl, carries -0.039; number 67, Cl, carries -0.069; number 68, H, carries 0.171; number 69, C, carries 0.046; number 70, Cl, carries -0.123; number 71, Cl, carries -0.123; number 72, Cl, carries -0.104; number 73, H, carries 0.297; number 74, C, carries 0.071; number 75, Cl, carries -0.108; number 76, Cl, carries -0.129; number 77, Cl, carries -0.123; number 78, H, carries 0.290; number 79, C, carries -0.094; number 80, Cl, carries -0.060; number 81, Cl, carries -0.133; number 82, Cl, carries -0.121; number 83, H, carries 0.344; number 84, C, carries 0.548; number 85, Cl, carries -0.138; number 86, Cl, carries -0.095; number 87, Cl, carries -0.082; number 88, H, carries -0.249; number 89, C, carries 0.093; number 90, Cl, carries -0.114; number 91, Cl, carries -0.121; number 92, Cl, carries -0.118; number 93, H, carries 0.253; number 94, C, carries 0.038; number 95, Cl, carries -0.078; number 96, Cl, carries -0.122; number 97, Cl, carries -0.134; number 98, H, carries 0.311

***

Please write out number 2 again, unchanged.
The following is a quantum chemistry calculation of a cluster of 2 separate species, C4H11NO in total in a non-equilibrium geometry, from OMol25.

Structure (ORCA input):
```
! wB97M-V def2-TZVPD RIJCOSX def2/J DEFGRID3
* xyz 0 1
N 1.966 0.576 0.709
C 1.467 -0.782 0.755
C -2.388 -0.066 0.206
C -0.910 0.108 0.410
C -0.010 -0.881 0.564
H 2.950 0.781 0.740
H 1.494 1.081 -0.019
H 1.791 -1.324 1.645
H 1.819 -1.406 -0.106
H -2.930 0.197 1.137
H -2.785 0.681 -0.477
H -2.582 -1.109 -0.085
H -0.515 1.110 0.513
H -0.475 -1.852 0.678
H 0.276 0.706 -2.943
H 0.135 0.968 -1.488
O 0.696 1.213 -2.239
*
```

SMILES string ... C/C=C/CN.O
Highest occupied orbital energy ... -8.827 eV
E_tot ... -288.9602 a.u.
Frontier orbital gap ... 9.77 eV

Population analysis type Mulliken, resulting atomic charges in e: number 1, N, carries -0.499; number 2, C, carries -0.439; number 3, C, carries -1.175; number 4, C, carries -0.332; number 5, C, carries -0.289; number 6, H, carries 0.211; number 7, H, carries 0.028; number 8, H, carries 0.396; number 9, H, carries 0.220; number 10, H, carries 0.281; number 11, H, carries 0.293; number 12, H, carries 0.347; number 13, H, carries 0.647; number 14, H, carries 0.312; number 15, H, carries 0.310; number 16, H, carries 0.365; number 17, O, carries -0.675